No. 1
ORCA calculation (ωB97M-V with the def2-TZVPD basis set) on one molecule with the formula C7H6N2O2 in a non-equilibrium geometry.

Element x y z (Å)
H: 1.365 0.436 2.756
N: 0.413 0.770 2.612
C: -0.066 0.464 1.477
C: -1.419 0.876 1.153
C: -1.973 0.574 -0.034
C: -1.248 -0.177 -1.023
C: 0.010 -0.607 -0.804
C: 0.685 -0.301 0.434
N: 1.886 -0.623 0.715
C: 2.837 -1.300 0.016
O: 3.148 -2.441 0.230
O: 3.492 -0.496 -0.851
H: -1.940 1.429 1.918
H: -2.982 0.880 -0.270
H: -1.746 -0.396 -1.956
H: 0.552 -1.178 -1.544
H: 4.266 -0.958 -1.206

Properties
Largest force on an atom, eV Å⁻¹: 1.2
HOMO (spin up / spin down), eV: -9.2 / -9.2
SMILES: [H]/N=C1/C=CC=C/C1=N\C(=O)O
Energy relative to the best compared isomer or geometry (same formula, charge and spin), eV: 1.611
E_tot, eV: -14430.5201
E_LUMO (spin up / spin down), eV: -1.4606 / -1.4608

No. 2
ORCA calculation (ωB97M-V with the def2-TZVPD basis set) on a 14-piece molecular cluster, C14H56N28O14 overall in a non-equilibrium geometry.

Element x y z (Å)
C: -27.626 -5.252 3.298
O: -27.689 -6.468 3.439
N: -28.272 -4.362 2.580
N: -26.728 -4.512 3.891
H: -28.939 -4.771 1.940
H: -28.488 -3.549 3.136
H: -26.699 -3.536 3.637
H: -26.138 -5.009 4.546
C: -21.585 -1.842 0.016
O: -21.114 -0.732 -0.233
N: -22.627 -2.387 -0.565
N: -21.089 -2.769 0.869
H: -23.169 -3.064 -0.048
H: -23.075 -1.752 -1.211
H: -20.129 -2.731 1.179
H: -21.487 -3.694 0.805
C: -28.765 0.832 1.957
O: -29.696 1.101 2.677
N: -27.780 0.102 2.510
N: -28.611 1.139 0.663
H: -26.902 -0.254 2.162
H: -28.038 -0.196 3.439
H: -29.402 1.722 0.431
H: -27.922 0.723 0.055
C: -20.266 1.139 2.607
O: -19.900 0.951 3.771
N: -19.559 1.765 1.688
N: -21.507 1.012 2.232
H: -19.919 1.961 0.766
H: -18.804 2.330 2.048
H: -22.124 0.496 2.844
H: -21.747 0.945 1.253
C: -23.951 -1.657 3.747
O: -23.827 -0.457 3.943
N: -24.333 -2.193 2.555
N: -23.545 -2.579 4.615
H: -24.609 -1.536 1.837
H: -24.307 -3.184 2.366
H: -22.960 -2.267 5.376
H: -23.727 -3.551 4.413
C: -21.443 -5.760 7.356
O: -22.023 -6.598 8.049
N: -20.379 -5.188 7.907
N: -21.910 -5.002 6.414
H: -20.060 -4.318 7.505
H: -20.405 -5.301 8.909
H: -22.688 -5.464 5.964
H: -21.547 -4.107 6.121
C: -25.997 1.515 6.501
O: -25.391 2.500 6.355
N: -25.830 0.338 5.944
N: -26.975 1.421 7.366
H: -24.966 0.229 5.431
H: -26.552 -0.366 5.933
H: -27.007 0.438 7.590
H: -27.108 2.221 7.966
C: -25.813 3.001 1.969
O: -26.849 3.619 2.147
N: -25.255 2.969 0.782
N: -25.093 2.385 2.917
H: -24.374 2.481 0.704
H: -25.871 3.024 -0.016
H: -24.713 1.482 2.672
H: -25.138 2.633 3.895
C: -25.388 -5.158 -0.210
O: -24.855 -4.246 0.317
N: -26.102 -6.122 0.418
N: -25.561 -5.306 -1.519
H: -26.721 -6.588 -0.229
H: -26.409 -5.904 1.354
H: -26.115 -6.088 -1.834
H: -25.058 -4.680 -2.131
C: -19.534 -2.909 4.886
O: -20.388 -2.767 5.720
N: -19.195 -1.965 4.091
N: -18.869 -4.036 4.698
H: -19.711 -1.109 4.241
H: -18.590 -2.156 3.307
H: -18.421 -4.043 3.794
H: -18.827 -4.785 5.373
C: -20.027 -1.688 9.145
O: -19.038 -2.359 8.960
N: -21.026 -1.707 8.376
N: -20.088 -0.823 10.071
H: -21.756 -1.040 8.577
H: -20.919 -2.063 7.437
H: -20.952 -0.312 10.183
H: -19.392 -0.648 10.780
C: -24.824 -6.853 5.861
O: -24.700 -5.620 5.709
N: -24.282 -7.516 6.865
N: -25.448 -7.605 4.909
H: -24.423 -8.514 6.914
H: -23.693 -7.124 7.590
H: -25.925 -7.004 4.253
H: -25.723 -8.552 5.121
C: -21.853 2.965 6.037
O: -20.784 3.486 5.981
N: -22.888 3.538 6.578
N: -22.296 1.975 5.334
H: -22.892 4.466 6.974
H: -23.801 3.173 6.344
H: -22.834 1.277 5.827
H: -21.667 1.651 4.612
C: -25.746 -0.577 -0.338
O: -25.235 -0.408 0.735
N: -25.915 -1.768 -0.734
N: -26.129 0.450 -1.000
H: -26.183 -1.932 -1.693
H: -25.489 -2.419 -0.090
H: -26.491 0.177 -1.902
H: -25.893 1.347 -0.599

Properties
Largest force on an atom, eV Å⁻¹: 7.1
HOMO, eV: -8.3
Energy relative to the best compared isomer or geometry (same formula, charge and spin), eV: 8.468
E_tot, eV: -85824.0409
E_LUMO, eV: -0.6510

No. 3
ORCA calculation (ωB97M-V with the def2-TZVPD basis set) on a 13-piece molecular cluster, H26O13 overall in a non-equilibrium geometry.

Element x y z (Å)
O: -3.219 -0.805 0.764
H: -2.789 -1.238 -0.007
H: -4.067 -1.340 0.806
O: 1.507 -3.346 -0.586
H: 1.946 -2.498 -0.665
H: 1.811 -3.723 -1.406
O: -1.921 1.003 -1.361
H: -2.036 1.874 -1.049
H: -1.110 0.586 -1.057
O: -2.347 -1.916 -1.419
H: -1.550 -1.596 -1.896
H: -2.207 -2.843 -1.241
O: 1.945 0.551 2.414
H: 1.698 0.590 3.354
H: 1.287 1.116 1.997
O: -0.033 1.928 1.450
H: -0.266 2.857 1.454
H: -0.909 1.639 1.729
O: 0.099 -0.581 -0.056
H: -0.815 -0.749 0.256
H: 0.290 0.315 0.160
O: 1.829 1.484 -1.375
H: 1.268 2.108 -1.793
H: 2.683 1.844 -1.503
O: -0.010 -1.365 -2.607
H: 0.195 -2.236 -2.963
H: 0.105 -1.308 -1.649
O: -0.728 -1.156 2.411
H: -0.381 -2.026 2.648
H: 0.047 -0.813 1.956
O: 2.440 3.441 0.712
H: 2.031 2.702 0.277
H: 3.183 3.037 1.153
O: 2.761 -0.983 -2.166
H: 2.418 -0.131 -1.838
H: 3.659 -0.677 -2.343
O: -2.953 1.740 1.630
H: -2.812 1.664 2.574
H: -3.043 0.864 1.238

Properties
Largest force on an atom, eV Å⁻¹: 2.3
HOMO, eV: -10.8
Energy relative to the best compared isomer or geometry (same formula, charge and spin), eV: 1.977
E_tot, eV: -27039.9705
E_LUMO, eV: 0.0272

No. 4
ORCA calculation (ωB97M-V with the def2-TZVPD basis set) on a 2-piece molecular cluster, C6H16NO overall.

Element x y z (Å)
C: 1.752 -0.816 0.325
O: 0.656 -0.104 -0.014
C: 2.985 0.073 0.613
C: 3.354 0.911 -0.603
H: 2.070 -1.531 -0.482
H: 1.618 -1.447 1.242
H: 3.844 -0.534 0.930
H: 2.700 0.733 1.440
H: 4.172 1.607 -0.401
H: 2.483 1.478 -0.929
H: 3.648 0.261 -1.434
C: -2.279 -0.877 0.229
C: -2.480 0.476 -0.447
C: -1.991 1.622 0.426
N: -2.719 -1.952 -0.697
H: -2.914 -0.911 1.121
H: -1.209 -0.946 0.467
H: -3.544 0.581 -0.693
H: -1.901 0.491 -1.371
H: -0.951 1.425 0.696
H: -2.576 1.741 1.342
H: -2.018 2.571 -0.118
H: -2.699 -2.850 -0.226
H: -2.002 -2.004 -1.417

Properties
Largest force on an atom, eV Å⁻¹: 0.4
Total charge: -1
HOMO, eV: -2.7
Energy relative to the best compared isomer or geometry (same formula, charge and spin), eV: 0.149
E_tot, eV: -10018.8950
E_LUMO, eV: 4.2967

No. 5
ORCA calculation (ωB97M-V with the def2-TZVPD basis set) on a 5-piece molecular cluster, CH10O5 overall in a non-equilibrium geometry.

Element x y z (Å)
C: -0.013 1.586 -0.348
O: 0.371 2.557 -0.991
H: 0.528 0.618 -0.401
H: -0.672 1.693 0.469
O: -1.608 -1.048 2.481
H: -0.947 -0.398 2.539
H: -2.166 -0.501 1.816
O: 2.147 -0.893 1.269
H: 2.295 -1.574 0.609
H: 2.925 -0.440 1.102
O: -2.893 -0.304 -0.903
H: -2.204 0.154 -1.160
H: -2.842 -1.259 -1.355
O: 1.842 -1.046 -1.688
H: 2.691 -0.887 -2.009
H: 1.586 -1.051 -0.871

Properties
Largest force on an atom, eV Å⁻¹: 8.9
HOMO, eV: -10.5
SMILES: C=O.O.O.O.O
Energy relative to the best compared isomer or geometry (same formula, charge and spin), eV: 2.612
E_tot, eV: -11433.8653
E_LUMO, eV: 0.2055

No. 6
ORCA calculation (ωB97M-V with the def2-TZVPD basis set) on C3H5O3V as an isolated structure in a non-equilibrium geometry.

Element x y z (Å)
H: 0.938 -2.051 -0.222
O: -1.258 -0.883 0.049
C: 0.035 -0.811 -0.461
C: -1.550 0.294 0.799
O: 0.995 -1.198 0.558
O: 0.294 0.646 -0.533
C: -0.835 1.361 -0.010
H: -1.152 0.220 1.823
H: -2.636 0.427 0.837
H: -0.488 2.212 0.588
H: -1.448 1.724 -0.845
V: 2.019 0.461 0.520

Properties
Largest force on an atom, eV Å⁻¹: 3.7
Multiplicity: 5
HOMO (spin up / spin down), eV: -6.8 / -7.4
Energy relative to the best compared isomer or geometry (same formula, charge and spin), eV: 3.841
<S²>: 6.004
E_tot, eV: -35015.8287
E_LUMO (spin up / spin down), eV: -0.0344 / -0.0308